{
  "formula": "C3H4LiO3",
  "method": "ωB97M-V/def2-TZVPD",
  "e_above_lowest_kcal_mol": 17.42,
  "total_charge": -1,
  "homo_lumo_gap_ev": 5.34,
  "symbols": ["H", "C", "C", "O", "C", "O", "O", "Li", "H", "H", "H"],
  "coordinates": [[-1.06527, 1.96236, 0.87951], [-1.02679, 1.30211, -0.00869], [0.24000, 0.49988, 0.00025], [-0.02861, -0.93859, 0.00317], [1.02026, -1.81952, 0.01122], [2.18328, -1.36449, 0.02418], [0.67297, -3.02323, 0.00841], [-2.64680, 0.03795, -0.00863], [-1.06679, 1.93519, -0.91715], [0.85314, 0.70772, 0.89292], [0.86461, 0.70062, -0.88520]]
}